(1)
{
  "formula": "C4H8O5",
  "method": "ωB97M-V with the def2-TZVPD basis set",
  "homo_ev": -9.197,
  "total_energy_ev": -14510.2487,
  "orbital_gap_ev": 9.8868,
  "elements": ["C", "C", "O", "O", "O", "H", "H", "H", "H", "C", "C", "O", "O", "H", "H", "H", "H"],
  "positions_angstrom": [[2.1110, 1.3197, 0.2256], [1.2711, 0.6471, -0.8123], [1.4553, -0.6806, -1.0404], [2.1759, -1.3475, 0.0188], [0.4287, 1.1783, -1.4997], [1.4123, -1.7357, 0.4927], [3.1597, 1.0524, 0.1041], [1.8044, 0.9764, 1.2148], [1.9627, 2.3929, 0.1456], [-2.7036, -0.3032, 0.7922], [-1.4178, -0.7891, 0.5716], [-1.5277, -0.8315, -1.1167], [-0.4715, -1.3244, 1.0491], [-0.9915, -0.1306, -1.5490], [-2.9098, 0.6784, 0.3775], [-2.6299, -0.6617, -0.7521], [-3.1294, -0.4410, 1.7783]],
  "forces_ev_per_angstrom": [[0.0, -0.1, 0.0], [0.0, 0.0, 0.0], [0.2, -0.2, 0.3], [-0.3, 0.4, -0.4], [0.2, -0.1, 0.2], [0.1, 0.1, 0.0], [0.0, 0.0, 0.0], [0.0, 0.0, 0.0], [0.0, 0.0, 0.0], [0.1, 0.2, 0.4], [-0.1, -0.4, 0.1], [-1.1, 0.1, 0.6], [-0.4, 0.2, -0.3], [-0.2, 0.1, 0.0], [0.0, 0.0, -0.2], [1.6, -0.2, -0.6], [0.1, -0.1, 0.0]]
}

(2)
{
  "formula": "C25H28BrN4O3Pd",
  "method": "ωB97M-V with the def2-TZVPD basis set",
  "s2": 6.038,
  "homo_ev": [-16.907, -17.063],
  "total_charge": 3,
  "total_energy_ev": -111976.9202,
  "spin_multiplicity": 5,
  "orbital_gap_ev": [7.6137, 5.0387],
  "elements": ["Pd", "Br", "C", "C", "C", "C", "O", "C", "C", "N", "C", "C", "C", "C", "C", "C", "C", "C", "N", "C", "C", "H", "H", "H", "H", "H", "H", "H", "H", "H", "H", "O", "C", "C", "C", "C", "C", "C", "N", "H", "H", "H", "H", "H", "H", "H", "H", "H", "H", "H", "C", "N", "C", "C", "O", "H", "H", "H", "H", "H", "H", "H"],
  "positions_angstrom": [[0.2119, -0.3050, -0.4569], [3.7950, 5.2795, -3.8479], [2.6135, 4.1624, -3.0115], [1.2237, 4.2609, -3.2783], [0.3522, 3.4320, -2.6506], [0.8130, 2.4299, -1.7286], [-0.0535, 1.6930, -1.1620], [2.2351, 2.3303, -1.4640], [2.8083, 1.3982, -0.5097], [2.2258, 0.3771, -0.0023], [2.8498, -0.4505, 0.9760], [4.1993, -0.5146, 1.2188], [4.6928, -1.3001, 2.2782], [3.8445, -2.0097, 3.0810], [2.4519, -1.9980, 2.8322], [1.5108, -2.7240, 3.5985], [0.1825, -2.6839, 3.2718], [-0.2210, -1.9305, 2.1600], [0.6399, -1.2354, 1.4454], [1.9650, -1.2311, 1.7560], [3.0925, 3.2042, -2.0892], [0.8747, 5.0038, -3.9837], [-0.7127, 3.4871, -2.8322], [3.8274, 1.6227, -0.1985], [4.9086, 0.0282, 0.6080], [5.7592, -1.3282, 2.4544], [4.2287, -2.5975, 3.9047], [1.8543, -3.3117, 4.4411], [-0.5595, -3.2265, 3.8399], [-1.2560, -1.8949, 1.8452], [4.1566, 3.1680, -1.8897], [-1.7643, -0.0772, 0.2227], [-2.5079, 0.8410, 0.7177], [-3.9782, 0.5533, 0.8168], [-4.8728, 1.5515, 0.0235], [-4.1561, 2.7839, -0.5270], [-3.6480, 3.7522, 0.5407], [-2.9052, 3.0489, 1.6745], [-2.0293, 1.9725, 1.1626], [-4.2220, 0.5700, 1.8828], [-4.1318, -0.4680, 0.4769], [-5.7008, 1.8546, 0.6644], [-5.3139, 1.0063, -0.8093], [-4.8437, 3.3156, -1.1843], [-3.3269, 2.4636, -1.1683], [-4.4830, 4.2924, 0.9901], [-3.0034, 4.5040, 0.0821], [-3.5954, 2.5960, 2.3843], [-2.2735, 3.7297, 2.2400], [-1.0463, 2.1627, 1.0299], [1.0295, -5.6163, -1.7688], [0.3596, -4.3083, -1.7496], [-1.0462, -4.2910, -2.1634], [1.0042, -3.2343, -1.4167], [0.4851, -2.0667, -1.4436], [1.0347, -5.9950, -2.7890], [0.4802, -6.3044, -1.1292], [2.0503, -5.5168, -1.4099], [-1.1472, -4.9046, -3.0561], [-1.3585, -3.2753, -2.3774], [-1.6586, -4.7195, -1.3708], [2.0551, -3.3566, -1.1518]],
  "forces_ev_per_angstrom": [[0.1, 0.0, 0.0], [0.0, 0.0, 0.0], [0.0, 0.0, 0.0], [0.0, 0.1, -0.1], [0.1, 0.0, 0.0], [0.1, -0.1, 0.1], [-0.1, 0.1, 0.0], [0.0, 0.1, 0.0], [-0.1, 0.0, 0.0], [0.0, 0.0, 0.0], [0.0, 0.0, 0.1], [0.0, 0.0, 0.0], [0.0, 0.0, 0.0], [0.0, 0.0, 0.0], [0.0, 0.0, 0.0], [0.0, 0.0, 0.0], [0.0, 0.0, 0.0], [0.0, 0.0, 0.0], [-0.1, 0.0, 0.1], [0.1, 0.0, 0.0], [0.0, 0.0, 0.0], [0.0, 0.0, 0.0], [0.0, 0.0, 0.0], [0.0, 0.0, 0.0], [0.0, 0.0, 0.0], [0.0, 0.0, 0.0], [0.0, 0.0, 0.0], [0.0, 0.0, 0.0], [0.0, 0.0, 0.0], [0.0, 0.0, 0.0], [0.0, 0.0, 0.0], [0.2, 0.1, 0.0], [0.0, -0.1, -0.1], [0.0, 0.0, 0.0], [0.0, -0.1, 0.0], [0.0, 0.0, 0.0], [0.0, 0.0, 0.0], [0.1, -0.1, 0.0], [-0.1, 0.1, 0.1], [0.0, 0.0, 0.0], [0.0, 0.0, 0.0], [0.0, 0.0, 0.0], [0.0, 0.0, 0.0], [0.0, 0.0, 0.0], [0.0, 0.0, 0.0], [0.0, 0.0, 0.0], [0.0, 0.0, 0.0], [0.0, 0.0, 0.0], [0.0, 0.0, 0.0], [0.0, 0.0, 0.0], [0.0, 0.1, 0.0], [0.0, 0.0, 0.0], [0.0, 0.0, 0.0], [0.1, 0.1, 0.0], [-0.2, -0.1, -0.1], [0.0, 0.0, 0.0], [0.0, 0.0, 0.0], [0.0, 0.0, 0.0], [0.0, 0.0, 0.0], [0.0, 0.0, 0.0], [0.0, 0.0, 0.0], [0.0, 0.0, 0.1]]
}

Strongest force on any atom readings, ordered: 1.7 0.3 eV/Å
Relative energy (zero: lowest compared OMol25 entry of this formula, charge and spin) readings, ordered: 127.9 0.0 kcal/mol